Entry 1:
Formula: C29H59N2O8PS
Source: the OMol25 dataset
Level of theory: ωB97M-V/def2-TZVPD

Values from the calculation:
Lowest unoccupied orbital energy (spin up / spin down) (eV): 0.40 / 0.40
DFT total energy (eV): -70509.996
Strongest force on any atom (eV Å⁻¹): 1.142
<S²>: 2.008
HOMO level (spin up / spin down) (eV): -7.818 / -8.932

Geometry as ORCA input:
```
! wB97M-V def2-TZVPD RIJCOSX def2/J DEFGRID3
* xyz 0 3
C 5.921 4.506 -2.527
O 6.453 3.215 -2.373
C 6.790 2.606 -3.604
C 6.728 1.100 -3.504
C 5.322 0.495 -3.453
C 4.614 0.560 -2.091
C 3.696 1.755 -1.840
C 2.756 2.092 -3.001
C 1.649 3.049 -2.548
C 1.220 4.120 -3.546
C 0.698 3.719 -4.924
O 0.071 4.831 -5.546
P 2.038 3.172 -6.116
O 1.851 3.692 -7.483
C -0.410 2.688 -4.884
O 0.055 1.458 -4.307
S -0.420 1.293 -2.743
O 0.026 -0.029 -2.410
O 0.533 2.352 -1.941
H 4.996 4.483 -3.117
H 5.706 4.895 -1.537
H 6.627 5.166 -3.040
H 7.804 2.915 -3.886
H 6.126 2.962 -4.403
H 7.228 0.718 -4.398
H 7.317 0.751 -2.654
H 4.728 0.949 -4.249
H 5.417 -0.558 -3.722
H 5.391 0.592 -1.323
H 4.060 -0.363 -1.910
H 4.272 2.634 -1.557
H 3.066 1.508 -0.985
H 3.348 2.586 -3.772
H 2.339 1.163 -3.384
H 2.072 3.609 -1.711
H 2.098 4.757 -3.694
H 0.453 4.752 -3.095
H 0.710 5.531 -5.686
H 3.247 3.608 -5.538
H 2.079 1.772 -6.014
H -0.730 2.481 -5.904
H -1.258 3.080 -4.318
C -0.607 -0.921 1.237
C 0.916 -1.002 1.445
C 1.391 -2.451 1.332
C 0.977 -3.314 2.523
C 1.410 -2.678 3.844
C 0.940 -1.230 4.003
N 1.314 -0.453 2.780
O 2.540 -0.074 2.806
C -0.573 -1.175 4.268
C 1.623 -0.592 5.206
C 1.553 -0.156 0.356
H -0.834 -0.828 0.175
H -1.138 -1.804 1.588
H -1.034 -0.053 1.739
H 2.482 -2.461 1.247
H 0.997 -2.870 0.403
H -0.104 -3.480 2.521
H 1.433 -4.302 2.430
H 1.029 -3.259 4.687
H 2.502 -2.704 3.909
H -0.931 -0.145 4.251
H -0.775 -1.582 5.260
H -1.171 -1.748 3.565
H 2.705 -0.675 5.153
H 1.286 -1.099 6.111
H 1.363 0.464 5.285
H 1.236 0.885 0.444
H 1.247 -0.509 -0.625
H 2.641 -0.186 0.397
C -7.022 -1.653 1.014
C -5.505 -1.878 1.174
C -5.159 -3.360 1.026
C -5.601 -4.207 2.218
C -5.062 -3.634 3.528
C -5.398 -2.155 3.728
N -5.011 -1.389 2.501
O -3.754 -1.136 2.479
C -6.887 -1.975 4.059
C -4.611 -1.599 4.908
C -4.813 -1.072 0.081
H -7.261 -1.519 -0.040
H -7.622 -2.490 1.365
H -7.344 -0.754 1.539
H -4.076 -3.459 0.904
H -5.616 -3.731 0.106
H -6.691 -4.283 2.256
H -5.233 -5.227 2.092
H -5.455 -4.195 4.379
H -3.974 -3.754 3.547
H -7.153 -0.918 4.072
H -7.084 -2.381 5.051
H -7.555 -2.488 3.373
H -3.543 -1.773 4.805
H -4.951 -2.091 5.820
H -4.774 -0.526 5.014
H -5.030 -0.008 0.189
H -5.185 -1.404 -0.888
H -3.734 -1.204 0.094
*
```

Entry 2:
Formula: C31H48Cl3MnN4O4Si
Source: the OMol25 dataset
Level of theory: ωB97M-V/def2-TZVPD

Values from the calculation:
Lowest unoccupied orbital energy (spin up / spin down) (eV): -1.34 / 0.04
DFT total energy (eV): -123842.949
Strongest force on any atom (eV Å⁻¹): 4.139
ΔE to the lowest compared entry with this formula, charge and spin (eV): 0.662
<S²>: 6.094
HOMO level (spin up / spin down) (eV): -7.344 / -7.368

Geometry as ORCA input:
```
! wB97M-V def2-TZVPD RIJCOSX def2/J DEFGRID3
* xyz 0 5
C 2.583 -1.440 -3.267
C 1.961 -0.588 -4.332
H 1.848 -2.179 -2.904
H 2.860 -0.846 -2.373
H 3.488 -1.958 -3.644
C 2.001 -0.965 -5.626
C 2.544 -2.264 -6.117
H 1.694 -0.293 -6.423
H 2.057 -3.150 -5.699
H 3.629 -2.372 -5.961
H 2.308 -2.258 -7.187
Mn 0.843 0.481 -0.980
Cl 1.665 2.504 -1.201
Cl 2.715 -0.346 0.009
H -3.059 1.531 1.755
H -1.408 3.014 4.003
C -2.419 0.962 2.445
C -0.685 2.217 3.767
N -1.086 1.556 2.514
H -2.371 -0.085 2.108
C -0.308 1.554 1.442
O -0.660 1.022 0.339
H 0.326 2.634 3.639
H 0.685 2.013 1.569
H -2.842 1.006 3.454
H -0.696 1.479 4.589
H -1.827 -5.125 -0.260
H -2.454 -1.753 -0.561
C -0.851 -4.664 -0.093
C -2.205 -2.580 0.101
N -0.988 -3.235 -0.379
H -0.072 -5.082 -0.743
C 0.041 -2.458 -0.712
O -0.139 -1.240 -1.062
H -2.038 -2.160 1.113
H 1.039 -2.920 -0.625
H -0.594 -4.835 0.963
H -2.999 -3.322 0.089
O 0.278 0.376 -2.916
C 1.282 0.675 -3.862
C 0.228 1.316 -6.122
C 0.939 1.677 -4.975
H -0.185 0.306 -6.249
C 0.116 2.196 -7.214
H 2.042 1.174 -3.260
C 1.445 2.973 -4.861
H -0.456 1.885 -8.103
C 0.781 3.428 -7.168
C 1.401 3.826 -5.967
H 1.933 3.217 -3.913
H 0.737 4.092 -8.037
H 1.873 4.800 -5.881
Si -1.904 0.682 -3.798
Cl -1.790 -0.934 -5.122
C -2.867 1.669 -5.095
C -1.425 2.484 -3.121
C -2.707 0.157 -2.191
H -2.165 2.078 -5.837
H -3.399 2.512 -4.631
H -3.582 1.000 -5.591
H -2.532 -0.908 -2.037
H -3.793 0.332 -2.273
H -2.343 0.683 -1.287
H -1.222 3.197 -3.928
H -0.573 2.545 -2.439
H -2.292 2.864 -2.562
C 1.322 0.416 7.420
N 1.691 0.068 6.063
N 0.953 -0.753 5.281
C 1.343 -0.592 3.931
O 0.744 -1.075 2.956
C 2.486 0.279 4.019
C 2.630 0.692 5.313
C 3.593 1.649 5.908
C -0.205 -1.436 5.741
C -0.240 -2.047 6.999
C -1.462 -2.493 7.507
C -2.629 -2.428 6.725
C -2.563 -1.941 5.411
C -1.341 -1.482 4.917
H 0.295 0.805 7.500
H 2.014 1.195 7.748
H 1.435 -0.446 8.082
H 3.050 0.596 3.161
H 3.130 2.612 6.171
H 4.080 1.249 6.808
H 4.366 1.860 5.160
H 0.679 -2.148 7.574
H -1.502 -2.867 8.533
H -3.586 -2.770 7.126
H -3.443 -1.943 4.759
H -1.241 -1.157 3.882
*
```

Entry 3:
Formula: C4H14O3
Source: the OMol25 dataset
Level of theory: ωB97M-V/def2-TZVPD

Values from the calculation:
Lowest unoccupied orbital energy (eV): 0.51
DFT total energy (eV): -10515.732
Strongest force on any atom (eV Å⁻¹): 3.880
ΔE to the lowest compared entry with this formula, charge and spin (eV): 2.198
SMILES: C=CCC.O.O.O
HOMO level (eV): -9.467

Geometry as ORCA input:
```
! wB97M-V def2-TZVPD RIJCOSX def2/J DEFGRID3
* xyz 0 1
C -2.369 -2.141 0.286
C -1.343 -1.705 1.058
C -1.444 -0.561 2.033
C -1.013 0.740 1.400
H -2.313 -3.088 -0.394
H -3.282 -1.597 0.222
H -0.392 -2.228 0.966
H -0.834 -0.845 2.892
H -2.507 -0.646 2.296
H 0.066 0.940 1.516
H -1.375 1.651 1.853
H -1.194 0.887 0.378
O 3.035 -4.964 -1.445
H 3.476 -5.485 -0.629
H 2.816 -5.721 -2.056
O 2.211 2.688 -0.956
H 2.272 3.556 -1.338
H 1.427 2.629 -0.329
O 1.116 5.214 -2.869
H 1.360 5.951 -2.328
H 0.285 4.726 -2.555
*
```

Entry 4:
Formula: C2H4FN2O2
Source: the OMol25 dataset
Level of theory: ωB97M-V/def2-TZVPD

Values from the calculation:
Lowest unoccupied orbital energy (spin up / spin down) (eV): -6.19 / -6.19
DFT total energy (eV): -11917.542
Strongest force on any atom (eV Å⁻¹): 2.205
ΔE to the lowest compared entry with this formula, charge and spin (eV): 6.079
HOMO level (spin up / spin down) (eV): -13.120 / -13.123

Geometry as ORCA input:
```
! wB97M-V def2-TZVPD RIJCOSX def2/J DEFGRID3
* xyz 1 1
C 1.186 -0.440 0.025
C -2.019 0.356 -0.060
N 1.596 0.805 0.027
N -0.059 -1.054 0.000
O 0.995 1.885 0.006
O -1.352 -0.725 0.027
F -3.295 0.184 0.015
H 1.966 -1.187 0.055
H -1.644 1.376 -0.172
H 2.633 0.872 0.047
H -0.006 -2.072 0.030
*
```

Entry 5:
Formula: C16H33N11O2Tm
Source: the OMol25 dataset
Level of theory: ωB97M-V/def2-TZVPD

Values from the calculation:
Lowest unoccupied orbital energy (spin up / spin down) (eV): -7.77 / -7.77
DFT total energy (eV): -67126.029
Strongest force on any atom (eV Å⁻¹): 3.575
ΔE to the lowest compared entry with this formula, charge and spin (eV): 1.039
<S²>: 2.002
HOMO level (spin up / spin down) (eV): -16.020 / -16.020

Geometry as ORCA input:
```
! wB97M-V def2-TZVPD RIJCOSX def2/J DEFGRID3
* xyz 3 3
Tm 0.743 -1.936 -0.070
N 1.171 -1.797 2.381
C -0.124 -1.804 3.155
C -1.302 -1.341 2.371
N -1.439 -1.828 0.937
C -2.225 -3.121 0.767
C -1.242 -4.321 0.918
N 0.077 -4.293 0.286
H 1.868 -2.404 2.826
H 1.554 -0.841 2.352
H -0.032 -1.012 3.949
H -0.255 -2.807 3.640
H -1.283 -0.271 2.348
H -2.190 -1.587 2.924
H -2.030 -1.116 0.497
H -2.678 -3.091 -0.211
H -3.092 -3.212 1.447
H -1.783 -5.179 0.469
H -1.115 -4.468 2.026
H -0.006 -4.687 -0.640
H 0.762 -4.816 0.838
N 4.401 -3.383 -1.674
C 5.014 -2.806 -0.543
C 4.003 -2.356 0.300
N 2.791 -2.583 -0.304
C 3.061 -3.109 -1.523
C 2.102 -3.230 -2.603
N 0.769 -2.977 -2.467
C 0.192 -3.244 -3.688
C 1.111 -3.778 -4.537
N 2.321 -3.682 -3.868
H 4.782 -4.027 -2.344
H 6.084 -2.848 -0.315
H 4.144 -1.697 1.161
H -0.904 -3.128 -3.866
H 1.104 -3.978 -5.604
H 3.185 -4.083 -4.205
N 0.223 2.459 -1.907
C 0.438 2.210 -0.461
C -0.730 2.665 0.470
C -0.506 4.050 1.084
C -1.795 4.680 1.633
N -2.689 5.223 0.645
C -2.646 6.415 0.100
N -2.029 7.438 0.810
N -3.303 6.717 -1.041
C 0.675 0.708 -0.398
O 0.141 -0.091 -1.287
O 1.369 0.225 0.546
H 0.142 3.407 -2.211
H -0.405 1.767 -2.306
H 1.394 2.626 -0.138
H -0.824 1.962 1.334
H -1.699 2.590 -0.020
H -0.134 4.714 0.310
H 0.255 4.025 1.887
H -1.505 5.501 2.290
H -2.306 3.949 2.309
H -3.267 4.536 0.184
H -1.695 7.244 1.734
H -1.885 8.368 0.421
H -3.747 5.911 -1.566
H -3.011 7.543 -1.550
*
```

Q: Number 2 is which compound?
A: C31H48Cl3MnN4O4Si